Here is a cluster of 5 separate species, C24H52N2O10 in total from the Open Molecules 2025 dataset. Energies are from ωB97M-V with the def2-TZVPD basis set.

Last columns: bonded neighbours and bond lengths (Å).
Geometry (Å):
1 C 1.2816 1.6477 6.2611  O2 1.418, H13 1.092, H14 1.093, H15 1.090
2 O 1.8511 1.9059 4.9882  C1 1.418, C3 1.419
3 C 0.9266 2.1460 3.9385  O2 1.419, C4 1.524, H16 1.095, H17 1.095
4 C -0.3419 2.8907 4.3358  C3 1.524, C5 1.541, H18 1.089, H19 1.091
5 C -1.1725 3.2587 3.0909  C4 1.541, C6 1.534, H20 1.090, H21 1.092
6 C -2.2612 2.2486 2.7077  C5 1.534, C7 1.460, C9 1.567, H22 1.097
7 C -1.7107 0.9617 2.2930  C6 1.460, N8 1.146
8 N -1.2718 -0.0263 1.9121  C7 1.146
9 C -3.3779 2.0684 3.7923  C6 1.567, O10 1.418, C11 1.469, H23 1.094
10 O -3.5071 3.1959 4.6417  C9 1.418, H24 0.966
11 C -3.1342 0.9090 4.6607  C9 1.469, N12 1.146
12 N -2.7918 0.0630 5.3534  C11 1.146
13 H 0.4116 0.9902 6.2108  C1 1.092
14 H 1.0422 2.5827 6.7750  C1 1.093
15 H 2.0461 1.1445 6.8528  C1 1.090
16 H 1.4511 2.7878 3.2230  C3 1.095
17 H 0.6917 1.2269 3.3924  C3 1.095
18 H -0.9808 2.3084 4.9978  C4 1.089
19 H -0.0799 3.7984 4.8810  C4 1.091
20 H -1.6681 4.2124 3.2719  C5 1.090
21 H -0.5215 3.4227 2.2294  C5 1.092
22 H -2.7679 2.6280 1.8122  C6 1.097
23 H -4.3282 1.9074 3.2745  C9 1.094
24 H -3.9043 3.9104 4.1261  O10 0.966
25 C -2.4515 1.6624 -0.8477  O26 1.424, H31 1.088, H32 1.092, H33 1.091
26 O -2.9905 2.9347 -0.5041  C25 1.424, C27 1.421
27 C -2.2224 4.0224 -1.0012  O26 1.421, C28 1.512, H34 1.094, H35 1.096
28 C -2.8578 4.6427 -2.2250  C27 1.512, O29 1.416, H36 1.095, H37 1.095
29 O -2.8287 3.7588 -3.3305  C28 1.416, C30 1.418
30 C -4.0745 3.1336 -3.5924  O29 1.418, H38 1.095, H39 1.093, H40 1.086
31 H -3.1741 0.9077 -0.5425  C25 1.088
32 H -2.2781 1.5744 -1.9224  C25 1.092
33 H -1.5150 1.4881 -0.3153  C25 1.091
34 H -1.2036 3.6976 -1.2329  C27 1.094
35 H -2.1660 4.7776 -0.2089  C27 1.096
36 H -2.2913 5.5378 -2.5017  C28 1.095
37 H -3.8850 4.9467 -1.9999  C28 1.095
38 H -4.8030 3.8620 -3.9633  C30 1.095
39 H -4.4737 2.6449 -2.6998  C30 1.093
40 H -3.9146 2.3830 -4.3610  C30 1.086
41 C 3.7770 -1.9937 2.0326  O42 1.418, H47 1.089, H48 1.093, H49 1.096
42 O 4.9611 -1.6425 1.3368  C41 1.418, C43 1.419
43 C 4.7139 -0.8623 0.1777  O42 1.419, C44 1.512, H50 1.094, H51 1.095
44 C 5.0229 0.5988 0.4132  C43 1.512, O45 1.417, H52 1.095, H53 1.094
45 O 4.1174 1.1747 1.3390  C44 1.417, C46 1.418
46 C 4.6640 1.3488 2.6355  O45 1.418, H54 1.096, H55 1.093, H56 1.088
47 H 4.0703 -2.4664 2.9687  C41 1.089
48 H 3.1652 -1.1164 2.2551  C41 1.093
49 H 3.1852 -2.7079 1.4492  C41 1.096
50 H 3.6757 -0.9770 -0.1486  C43 1.094
51 H 5.3633 -1.2402 -0.6195  C43 1.095
52 H 4.9206 1.1404 -0.5330  C44 1.095
53 H 6.0545 0.7125 0.7606  C44 1.094
54 H 5.4261 2.1360 2.6282  C46 1.096
55 H 5.1023 0.4226 3.0158  C46 1.093
56 H 3.8539 1.6494 3.2971  C46 1.088
57 C 4.5588 -7.8042 2.1160  O58 1.415, H63 1.089, H64 1.093, H65 1.096
58 O 5.9050 -7.6182 2.5093  C57 1.415, C59 1.419
59 C 6.8351 -7.8251 1.4581  O58 1.419, C60 1.512, H66 1.094, H67 1.095
60 C 7.3459 -6.5170 0.8976  C59 1.512, O61 1.417, H68 1.095, H69 1.094
61 O 6.3252 -5.8029 0.2216  C60 1.417, C62 1.419
62 C 5.7985 -4.7229 0.9758  O61 1.419, H70 1.093, H71 1.094, H72 1.088
63 H 3.9300 -7.4919 2.9481  C57 1.089
64 H 4.3101 -7.2039 1.2370  C57 1.093
65 H 4.3583 -8.8596 1.9008  C57 1.096
66 H 6.3861 -8.4229 0.6588  C59 1.094
67 H 7.6777 -8.3891 1.8709  C59 1.095
68 H 8.1376 -6.7280 0.1712  C60 1.095
69 H 7.7747 -5.9092 1.7005  C60 1.094
70 H 6.5389 -3.9253 1.0799  C62 1.093
71 H 5.4733 -5.0487 1.9679  C62 1.094
72 H 4.9406 -4.3289 0.4350  C62 1.088
73 C -4.5786 1.7153 -7.0942  O74 1.417, H79 1.089, H80 1.093, H81 1.095
74 O -5.6301 1.4919 -6.1710  C73 1.417, C75 1.420
75 C -6.9146 1.4980 -6.7762  O74 1.420, C76 1.512, H82 1.094, H83 1.095
76 C -7.4556 0.0974 -6.9513  C75 1.512, O77 1.418, H84 1.095, H85 1.094
77 O -6.7065 -0.6372 -7.9058  C76 1.418, C78 1.416
78 C -5.8140 -1.5708 -7.3264  O77 1.416, H86 1.095, H87 1.093, H88 1.089
79 H -3.6386 1.5544 -6.5684  C73 1.089
80 H -4.6343 1.0251 -7.9395  C73 1.093
81 H -4.5999 2.7454 -7.4658  C73 1.095
82 H -6.8826 2.0114 -7.7417  C75 1.094
83 H -7.5865 2.0576 -6.1173  C75 1.095
84 H -8.4856 0.1583 -7.3168  C76 1.095
85 H -7.4670 -0.4218 -5.9880  C76 1.094
86 H -6.3630 -2.3918 -6.8530  C78 1.095
87 H -5.1631 -1.0990 -6.5857  C78 1.093
88 H -5.2013 -1.9769 -8.1292  C78 1.089

calculated total energy = -49179.661 eV
ΔE to the lowest compared entry with this formula, charge and spin = 0.000 eV
total charge = 0
SMILES string = COCCC[C@@H](C#N)[C@H](O)C#N.COCCOC.COCCOC.COCCOC.COCCOC
HOMO-LUMO gap = 9.07 eV
E_LUMO = 0.055 eV

Atom charges from the Löwdin analysis, given in e for atoms 1 to 4: C -0.106; O -0.192; C -0.223; C -0.163